Record 1
44
Properties=species:S:1:pos:R:3:mulliken_spin:R:1 method="wB97M-V/def2-TZVPD" energy_ha=-2117.89993 multiplicity=5 relative_energy_kcal_mol=16.32 s_squared=6.006 total_charge=+2
N 0.18 0.07 -1.61 0.00
H 1.43 2.81 -1.39 0.00
H 2.88 3.60 1.21 0.00
Pm -0.68 0.45 0.74 4.05
H -4.40 0.95 -0.75 0.00
C -2.54 1.83 2.78 0.00
H -2.37 -1.86 -2.62 0.00
H 2.99 1.87 -1.26 0.00
H 2.02 -4.78 1.69 0.00
H -2.81 2.21 1.75 0.00
P -2.68 -0.75 -0.60 -0.01
C -3.80 0.38 -1.50 0.00
O -1.53 0.96 2.66 -0.01
H 3.97 1.07 0.98 0.00
C 0.08 -1.18 -3.66 0.00
H -4.25 -2.50 -0.40 0.00
C -1.63 -1.63 -1.83 0.00
H -4.21 -1.46 1.14 0.00
C 3.04 0.52 1.24 0.00
C -0.43 -0.86 -2.40 0.00
C 1.82 0.48 -3.32 0.00
H 2.70 1.06 -3.64 0.00
H 2.95 -0.46 0.71 0.00
H -0.42 -1.96 -4.25 0.00
H -4.41 -0.30 -2.13 0.00
H 1.62 -0.71 -5.11 0.00
H 1.05 3.92 1.07 0.00
H 1.38 -3.56 2.32 0.00
C 1.89 1.82 -1.15 0.00
H 2.92 0.33 2.34 0.00
C 1.85 3.26 1.47 0.00
H -2.89 -2.67 0.86 0.00
C 1.29 0.73 -2.05 0.00
H 2.42 -0.28 4.47 0.00
C 1.21 -0.49 -4.13 0.00
H -1.29 -2.56 -1.31 0.00
O -3.04 2.13 3.84 0.00
H 1.69 3.12 2.57 0.00
C -3.62 -1.99 0.36 0.00
O 1.15 -4.36 1.82 0.00
O 2.81 -1.10 4.82 0.00
H -3.19 1.10 -2.08 0.00
H 3.12 -0.83 5.70 0.00
P 1.71 1.63 0.66 -0.01

Record 2
51
Properties=species:S:1:pos:R:3:mulliken_charge:R:1 method="wB97M-V/def2-TZVPD" energy_ha=-6821.87234 total_charge=+1
H 2.22 -3.05 3.99 0.33
H -0.50 2.10 0.83 0.01
C -1.19 -0.93 -2.25 -0.83
O 0.47 -3.02 -3.79 -0.44
H 0.48 3.59 0.93 0.35
O 2.34 -1.36 -4.10 -0.46
H 3.22 -2.12 2.86 0.23
H -0.78 3.24 2.16 0.37
H -0.22 0.72 3.90 0.12
C 2.13 1.94 4.34 -0.39
Br -6.57 -1.24 -3.09 -0.04
F -4.49 -1.23 -4.77 -0.20
H 3.35 -1.80 4.60 0.33
H -0.43 1.81 -4.07 0.30
H 2.69 1.10 3.92 0.16
F -3.75 -0.39 -1.47 -0.28
C -2.33 -0.93 -3.24 -0.97
H 0.91 3.56 3.68 0.36
H -0.51 0.45 5.62 0.39
H 2.83 2.54 4.92 0.40
H 1.53 -1.77 -0.91 0.29
H 1.51 -1.05 5.70 0.36
N 0.10 -0.51 -2.95 -0.02
H 1.91 -0.98 -4.88 0.38
H -0.17 -0.30 -3.91 0.46
C -0.01 2.80 1.51 -0.63
H -1.01 -1.91 -1.81 0.44
O 0.87 3.02 -3.11 -0.39
H 0.43 0.93 -1.39 0.50
C -3.66 -1.16 -2.57 0.43
C -4.79 -0.73 -3.56 0.47
P 1.29 -1.89 -3.04 0.70
H -1.40 -0.24 -1.45 0.44
O 1.15 1.50 5.26 -0.46
O 1.66 -1.08 3.63 -0.20
F -4.71 0.61 -3.65 -0.20
H 1.80 0.65 -2.50 0.42
H 0.09 -1.66 4.81 0.40
H -2.36 0.05 -3.72 0.37
Br -3.83 -3.01 -2.05 0.00
H -2.16 -1.65 -4.02 0.38
C 0.73 0.75 -2.40 -0.43
C 0.34 1.94 -3.27 -0.11
C 1.59 2.83 3.24 -0.61
C 2.66 -2.06 3.79 -0.81
O 0.92 2.05 2.25 -0.19
N 1.87 -2.31 -1.70 -0.62
H 0.22 -2.73 -4.68 0.38
C 0.89 -0.90 4.81 -0.60
H 2.42 3.36 2.76 0.40
C 0.26 0.47 4.85 -0.33

Record 3
63
Properties=species:S:1:pos:R:3:mulliken_charge:R:1 method="wB97M-V/def2-TZVPD" energy_ha=-6116.04274 total_charge=+1
H -3.71 -1.61 3.72 0.29
O -2.54 0.65 -4.15 -0.32
H 5.34 -1.52 0.41 0.19
O -2.89 1.98 -6.21 -0.52
Br 1.84 -1.68 -1.81 0.15
C -0.32 0.48 -4.90 -0.42
O -1.66 -1.09 1.30 -0.69
H 3.95 2.10 -1.33 0.34
S -6.89 2.69 -1.44 1.11
C 0.24 0.38 -0.39 0.39
H 3.64 0.18 0.69 0.20
H -6.42 2.42 -4.35 0.35
H -0.95 0.60 -2.81 0.02
H 5.08 1.29 0.38 0.37
H 6.27 -0.51 -0.90 0.30
H -1.35 -0.94 -3.61 0.25
O -2.19 -0.23 3.57 -0.34
H -3.25 -0.82 5.26 0.33
H 6.57 -2.30 5.14 0.29
O -5.34 2.33 -1.81 -0.30
C -2.87 -1.23 4.32 -0.34
H 4.73 -1.50 -1.34 0.21
C 1.62 2.21 -0.20 -0.02
O -7.06 4.11 -1.55 -0.53
H -2.29 -3.29 4.77 0.32
H -0.57 -1.47 -0.14 0.19
C 4.43 -1.96 5.08 -0.29
H -6.90 0.71 -4.21 0.33
O 4.44 -0.53 5.17 -0.30
O 6.41 0.85 4.56 -0.55
H 3.58 -2.25 4.45 0.23
S -1.09 -0.94 2.61 1.25
C 4.41 0.49 -0.14 -0.21
O -7.58 1.98 -2.72 -0.31
H 5.72 -3.32 3.96 0.33
O -1.08 -2.39 3.34 -0.34
H -1.15 -2.05 5.36 0.30
H 4.32 -2.40 6.07 0.32
H -1.80 -0.21 -0.36 0.33
C 5.75 -2.33 4.42 -0.33
N 1.52 -0.03 -1.03 -0.15
C 5.23 -0.85 -0.53 -0.86
O 4.48 0.60 2.96 -0.45
C -1.26 0.14 -3.75 -0.02
O -1.09 0.28 -6.08 -0.32
N 3.64 1.10 -1.32 -0.60
H 0.57 -0.15 -4.90 0.32
C -1.83 -2.32 4.55 -0.34
C -5.33 1.33 -2.82 0.13
S 5.35 0.08 3.97 1.01
H -5.39 0.35 -2.33 0.16
O 5.97 -1.32 3.44 -0.29
H -4.42 1.39 -3.41 0.05
N 0.26 1.76 0.12 -0.51
O 0.18 -0.31 2.84 -0.55
O -3.45 -0.48 -6.17 -0.55
O -7.25 1.95 -0.27 -0.55
H 2.15 3.22 -0.02 0.33
S -2.64 0.64 -5.77 1.09
N 2.30 1.09 -0.87 0.56
H -0.02 1.53 -4.86 0.36
C -6.58 1.59 -3.66 -0.36
N -0.81 -0.46 -0.30 -0.03

Record 4
50
Properties=species:S:1:pos:R:3:mulliken_spin:R:1 method="wB97M-V/def2-TZVPD" energy_ha=-3775.99443 multiplicity=4 relative_energy_kcal_mol=0.00 s_squared=3.775 total_charge=+2
C 1.73 4.44 -2.19 0.00
N -1.69 4.55 3.20 0.65
H 1.16 -3.54 1.15 0.00
C -2.11 5.69 4.02 0.01
C -2.19 4.41 1.84 0.02
H -3.35 -4.61 -2.37 0.00
C -0.91 -2.81 -3.32 0.00
C -3.11 -3.70 -2.91 0.00
H -1.43 6.52 3.85 0.04
O 0.48 -0.37 -0.10 0.23
H 1.25 3.88 -0.14 0.00
H -3.14 5.88 3.72 0.01
O 0.04 -2.07 -3.08 0.07
N 2.73 -4.67 0.41 0.00
H -0.16 4.17 -1.02 0.00
O 0.69 0.98 -1.78 0.19
H 3.57 -4.53 -1.54 0.00
H 2.40 -6.55 1.30 0.00
H 4.63 -5.22 -0.26 0.00
O -0.10 1.65 0.27 0.05
C 3.61 -5.13 -0.64 0.00
H -2.10 5.30 1.20 0.04
H 2.73 4.05 -2.06 0.00
N -1.88 -3.06 -2.45 0.00
C -0.76 3.64 3.69 -0.11
H -3.93 -3.00 -2.72 0.00
Cl 1.82 5.96 -3.08 0.00
H -0.47 3.81 4.74 0.00
C -1.94 -2.62 -1.07 0.01
O -0.37 2.70 3.04 0.27
O 1.75 -2.96 -0.71 0.02
H -3.25 4.17 1.97 0.04
H -3.14 -3.84 -3.99 0.00
C 2.69 -5.53 1.59 0.00
H 1.16 3.80 -2.86 0.00
H 3.64 -5.40 2.11 0.00
H 1.98 -5.22 2.36 0.00
C 0.28 0.80 -0.60 0.00
Pd 1.59 -1.00 -1.98 1.43
H -2.19 5.36 5.06 0.01
Cu 0.11 0.46 2.07 0.01
C 0.86 4.54 -0.92 0.00
C 1.82 -3.68 0.28 0.00
H -2.07 -3.47 -0.40 0.00
Cl 0.86 6.09 -0.13 0.00
H 3.29 -6.15 -0.88 0.00
H -2.88 -2.07 -0.94 0.00
H -0.99 -3.30 -4.29 0.01
H -1.60 3.63 1.37 0.00
H -1.12 -1.96 -0.81 -0.01

Record 5
51
Properties=species:S:1:pos:R:3:mulliken_charge:R:1 method="wB97M-V/def2-TZVPD" energy_ha=-7130.54245 total_charge=-1
H -0.77 -5.19 1.49 0.31
O 0.13 4.73 3.12 -0.51
Cl 3.86 -5.16 -0.41 -0.16
Ga 0.33 2.49 0.95 -0.08
H -4.28 5.37 1.53 0.28
H 2.24 -1.66 -2.88 0.36
C -0.62 0.27 2.66 -0.75
H 3.60 -3.50 1.22 0.07
H -5.46 4.38 2.45 0.31
H -3.86 2.18 -1.68 0.20
Cl 5.69 -2.97 0.31 -0.15
C -0.91 -4.65 0.56 -0.46
Cl 0.46 -5.00 -0.51 -0.12
H 2.94 -1.24 0.61 0.38
Cl -1.06 -2.94 0.93 -0.03
H 2.33 -2.51 -0.48 0.14
H 0.20 3.84 3.46 0.37
C 0.30 -0.25 -1.31 1.76
C 2.61 -0.79 -2.35 -1.93
C -3.65 1.12 -1.72 0.46
H -0.21 -0.54 -0.39 -0.47
H 0.10 -0.91 -3.41 0.35
H -0.11 -2.18 -2.22 0.26
O -0.71 1.77 -0.39 -0.18
H 2.65 0.08 -3.01 0.36
H -0.75 1.31 -2.36 0.23
C -4.63 4.37 1.75 -0.37
H 0.96 1.46 3.40 0.51
Cl -3.30 3.47 2.44 -0.05
H -1.67 0.38 2.38 0.17
H -2.83 0.87 -1.05 -0.25
C -0.30 -1.12 -2.42 -1.78
H 2.21 0.46 -0.69 0.14
C 0.24 1.30 2.59 -0.18
H 1.22 -1.70 0.63 -0.11
H -1.38 -0.93 -2.43 0.42
C -0.05 1.23 -1.52 -1.10
H 0.84 1.81 -1.81 0.38
Cl 0.83 6.01 0.55 -0.37
H 4.86 -4.70 1.66 0.33
P -0.47 4.67 1.55 0.27
Cl -3.16 0.72 -3.37 -0.19
Cl -5.25 3.67 0.24 -0.16
C 4.44 -4.09 0.87 -0.05
F 2.07 2.56 0.46 -0.57
H 3.65 -1.00 -2.07 0.47
C 2.09 -1.55 -0.01 -0.71
Cl -5.11 0.24 -1.22 -0.20
H -1.81 -4.99 0.06 0.32
C 1.82 -0.48 -1.08 0.88
H -0.32 -0.74 2.94 0.24